Entry w
{
  "formula": "C4H13N3",
  "method": "ωB97M-V/def2-TZVPD",
  "smiles": "CNCCNCN",
  "lumo_energy_ha": 0.0391,
  "elements": ["C", "N", "C", "N", "C", "N", "C", "H", "H", "H", "H", "H", "H", "H", "H", "H", "H", "H", "H", "H"],
  "xyz": [[-0.9330, -0.0525, -0.3359], [-0.0014, -1.0316, -0.9571], [-0.0876, -2.4044, -0.4427], [-0.2514, -2.6146, 0.9645], [-0.4265, 1.3709, -0.5306], [0.1790, 1.9148, 0.6580], [1.3286, 2.8064, 0.4353], [-1.1529, -0.1985, 0.7290], [-1.8524, -0.1761, -0.9177], [0.9301, -0.6470, -0.8057], [-0.8706, -2.8553, -1.0486], [0.8458, -2.8813, -0.7988], [0.0571, -1.8297, 1.5205], [-0.9809, -3.2214, 1.2938], [0.3016, 1.4382, -1.3494], [-1.3510, 1.9354, -0.7499], [0.5285, 1.2765, 1.3528], [2.0419, 2.5074, -0.3439], [1.0055, 3.8383, 0.3331], [1.9336, 2.8289, 1.3501]]
}

=====

Entry x
{
  "formula": "C4H13N3",
  "method": "ωB97M-V/def2-TZVPD",
  "smiles": "NCCCNCN",
  "lumo_energy_ha": 0.0410,
  "elements": ["C", "C", "C", "N", "N", "C", "N", "H", "H", "H", "H", "H", "H", "H", "H", "H", "H", "H", "H", "H"],
  "xyz": [[-0.1037, -1.1104, 0.4615], [1.3167, -0.4494, 0.3924], [1.8129, -0.0342, -1.0208], [2.7692, 1.0565, -1.1191], [-1.1483, -0.3986, -0.3069], [-2.4567, -0.2555, 0.3260], [-2.7273, 1.0298, 0.9178], [-0.4138, -1.0712, 1.5052], [0.0087, -2.0627, -0.0471], [2.0836, -1.1487, 0.7298], [1.3351, 0.4215, 1.0580], [1.0224, 0.2405, -1.7047], [2.2539, -0.9254, -1.4609], [3.7031, 0.9052, -0.7561], [2.3687, 1.9509, -0.8621], [-0.8282, 0.3798, -0.8305], [-3.2906, -0.4301, -0.3623], [-2.4717, -1.0617, 1.0644], [-2.1454, 1.2287, 1.6960], [-3.0887, 1.7351, 0.3196]]
}

=====

In terms of stability, entry x leads; the second structure lies 0.290 eV higher.

=====

Entry w
{
  "formula": "C4H13N3",
  "method": "ωB97M-V/def2-TZVPD",
  "lumo_energy_ha": 0.0381,
  "elements": ["C", "C", "C", "C", "N", "N", "N", "H", "H", "H", "H", "H", "H", "H", "H", "H", "H", "H", "H", "H"],
  "xyz": [[-0.8264, -1.6670, 1.2225], [1.4703, -1.3514, 0.5159], [0.9766, 1.6781, -1.1952], [-1.4886, 1.2177, -1.0194], [0.0362, 0.6794, 0.6946], [0.0771, -1.1539, 0.2513], [-0.2301, 1.3950, -0.3966], [-1.8949, -1.5617, 0.8802], [-0.6037, -2.6889, 1.4371], [-0.9308, -1.1341, 2.1937], [1.6533, -1.0709, 1.4739], [1.6684, -2.4828, 0.3141], [2.1737, -0.8340, -0.2659], [0.9458, 2.6709, -1.6274], [1.8002, 1.5885, -0.4040], [1.3317, 0.8452, -1.9226], [-1.5172, 1.4033, -2.0993], [-1.5412, 0.1769, -0.9919], [-2.2939, 1.7331, -0.4409], [-0.8064, 0.5567, 1.3801]]
}

=====

Entry x
{
  "formula": "C4H13N3",
  "method": "ωB97M-V/def2-TZVPD",
  "smiles": "C[C@@H](N)CNCN",
  "lumo_energy_ha": 0.0373,
  "elements": ["C", "N", "C", "N", "C", "C", "N", "H", "H", "H", "H", "H", "H", "H", "H", "H", "H", "H", "H", "H"],
  "xyz": [[0.4537, -0.1158, -0.1796], [0.3410, -0.0923, 1.2766], [1.2766, 0.8347, 1.9244], [1.2281, 2.2336, 1.5859], [-0.4503, -1.1506, -0.8732], [-1.8792, -0.6231, -0.9247], [0.1231, -1.4388, -2.1759], [1.4810, -0.4060, -0.4050], [0.1787, 0.8689, -0.5882], [-0.5880, 0.1898, 1.5280], [2.2844, 0.4478, 1.7466], [1.1370, 0.6551, 2.9924], [1.4082, 2.3497, 0.6150], [0.3395, 2.6560, 1.8457], [-0.3843, -2.0574, -0.2732], [-2.6097, -1.3970, -1.1507], [-2.1768, -0.1582, 0.0265], [-2.0369, 0.2247, -1.5990], [0.0903, -0.6982, -2.8467], [-0.2163, -2.3230, -2.5247]]
}

=====

Entry y
{
  "formula": "C4H13N3",
  "method": "ωB97M-V/def2-TZVPD",
  "smiles": "CN[C@@H](C)N(C)N",
  "lumo_energy_ha": 0.0382,
  "elements": ["C", "C", "C", "C", "N", "N", "N", "H", "H", "H", "H", "H", "H", "H", "H", "H", "H", "H", "H", "H"],
  "xyz": [[-0.2310, 0.2070, 0.4373], [1.7371, -0.6854, -1.0046], [-2.2203, 0.6836, -0.8654], [-1.0328, -0.7664, 1.3039], [1.1761, -0.3759, 0.3049], [-0.7365, 0.4422, -0.9004], [2.1240, 0.3601, 1.1155], [-0.2813, 1.2842, -1.2465], [-0.1670, 1.1695, 0.9617], [2.8748, -0.2600, 1.4301], [2.5719, 1.1114, 0.5880], [1.9549, 0.2169, -1.5893], [1.0656, -1.3338, -1.5781], [2.6772, -1.2414, -0.8945], [-2.5149, 1.0850, -1.8394], [-2.7557, -0.2599, -0.7298], [-2.5276, 1.4060, -0.1044], [-1.2256, -1.7075, 0.7783], [-0.4951, -1.0010, 2.2295], [-1.9937, -0.3345, 1.6031]]
}

=====

Entry z
{
  "formula": "C4H13N3",
  "method": "ωB97M-V/def2-TZVPD",
  "smiles": "N=C(N)N.CCC",
  "lumo_energy_ha": 0.0291,
  "elements": ["N", "C", "N", "N", "H", "H", "H", "H", "H", "C", "C", "C", "H", "H", "H", "H", "H", "H", "H", "H"],
  "xyz": [[-0.3313, -0.5608, -1.7831], [-0.6419, -1.8938, -1.6195], [-1.9020, -2.2438, -2.1043], [0.0698, -2.7651, -1.0241], [0.5597, -0.2676, -1.4566], [-0.7815, -0.0083, -2.4737], [-2.1445, -1.7275, -2.9297], [-1.9481, -3.2403, -2.2118], [0.8918, -2.3438, -0.6071], [1.8711, 1.3115, 1.3182], [0.5369, 1.3336, 2.0464], [-0.6955, 1.4394, 1.1441], [2.0410, 0.3530, 0.8259], [2.6747, 1.4706, 2.0396], [1.9567, 2.1129, 0.5835], [0.5224, 2.1698, 2.7526], [0.4463, 0.4633, 2.7009], [-1.5431, 1.8224, 1.7176], [-0.5573, 2.1102, 0.2969], [-1.0253, 0.4644, 0.7842]]
}

=====

In terms of stability, entry z leads; the second structure lies 0.604 eV higher.

=====

Entry w
{
  "formula": "C4H13N3",
  "method": "ωB97M-V/def2-TZVPD",
  "smiles": "C=CNC.NCN",
  "lumo_energy_ha": 0.0348,
  "elements": ["C", "C", "N", "C", "H", "H", "H", "H", "H", "H", "H", "N", "C", "N", "H", "H", "H", "H", "H", "H"],
  "xyz": [[1.1618, -1.0265, -0.9847], [2.0413, -0.2229, -0.3160], [1.7478, 0.9194, 0.4096], [2.8178, 1.6818, 1.1014], [0.3101, -0.6776, -1.4540], [1.3342, -2.0814, -1.0988], [3.1068, -0.4353, -0.1919], [1.0135, 1.4869, 0.0050], [2.5247, 2.7210, 1.1299], [3.0077, 1.3119, 2.1228], [3.7311, 1.5687, 0.5270], [-1.8314, -0.2683, 0.9294], [-2.9825, -0.3006, 0.0450], [-3.0798, -0.9751, -1.2553], [-1.4089, -1.2081, 1.0670], [-1.0886, 0.1946, 0.4337], [-3.7957, -0.7496, 0.6123], [-3.2309, 0.7382, -0.1959], [-2.2749, -0.7070, -1.8268], [-3.1041, -1.9702, -1.0596]]
}

=====

Entry x
{
  "formula": "C4H13N3",
  "method": "ωB97M-V/def2-TZVPD",
  "smiles": "C=C(C)N(C)N.N",
  "lumo_energy_ha": 0.0323,
  "elements": ["C", "N", "N", "H", "H", "H", "H", "H", "H", "C", "C", "N", "C", "H", "H", "H", "H", "H", "H", "H"],
  "xyz": [[-1.8959, 0.8966, -0.4706], [-1.0428, -0.0848, 0.1783], [-1.4750, -0.3640, 1.4941], [-0.1429, -1.9226, -0.5314], [-0.9907, 0.2710, 2.1445], [-1.1821, -1.3044, 1.7522], [-1.8553, 0.7601, -1.5541], [-1.5740, 1.9224, -0.2303], [-2.9407, 0.7867, -0.1628], [0.9462, 0.7794, -1.2626], [0.6227, 0.0511, 0.0266], [0.8773, -1.9011, -0.3655], [1.3631, 0.3596, 1.1340], [1.5811, -1.9475, -1.0997], [1.2326, -2.1817, 0.5459], [0.6822, 1.8359, -1.1968], [2.0187, 0.7443, -1.4817], [0.3968, 0.3426, -2.1012], [2.1186, 1.1341, 1.1125], [1.2601, -0.1776, 2.0689]]
}

=====

Entry y
{
  "formula": "C4H13N3",
  "method": "ωB97M-V/def2-TZVPD",
  "smiles": "NCCNCCN",
  "lumo_energy_ha": 0.0431,
  "elements": ["C", "N", "C", "C", "N", "C", "N", "H", "H", "H", "H", "H", "H", "H", "H", "H", "H", "H", "H", "H"],
  "xyz": [[1.3015, 0.2162, -0.4312], [0.5244, -0.0380, 0.7822], [-0.1547, -1.3363, 0.8948], [-1.7043, -1.1242, 1.0381], [-2.3660, -1.5536, -0.1775], [0.8828, 1.4764, -1.1718], [1.4712, 2.7725, -0.8158], [1.2949, -0.5857, -1.2113], [2.3680, 0.2294, -0.1322], [1.0595, 0.2162, 1.5959], [0.3134, -1.9514, 1.6798], [0.0777, -1.8269, -0.0562], [-2.0415, -1.4833, 2.0361], [-1.8639, -0.0606, 1.1404], [-1.8190, -2.1550, -0.7717], [-3.2774, -1.9650, -0.0395], [-0.2179, 1.5445, -1.2230], [1.2066, 1.3308, -2.2050], [2.1687, 2.8008, -0.0929], [0.7760, 3.4934, -0.8393]]
}

=====

In terms of stability, entry y leads; the second structure lies 0.457 eV higher.

=====

Entry w
{
  "formula": "C3H8O2",
  "method": "ωB97M-V/def2-TZVPD",
  "smiles": "C[C@@H](O)CO",
  "lumo_energy_ha": 0.0311,
  "elements": ["C", "C", "O", "C", "O", "H", "H", "H", "H", "H", "H", "H", "H"],
  "xyz": [[-1.5610, 0.2728, 0.0926], [-0.1266, -0.3692, 0.1062], [0.1659, -0.4616, -1.2881], [1.1474, 0.3504, 0.6838], [2.2829, -0.0938, -0.0235], [-1.5662, 1.3165, 0.4158], [-2.3078, -0.2993, 0.6493], [-1.9458, 0.3137, -0.9469], [-0.0855, -1.3894, 0.5392], [-0.4537, -1.1191, -1.6181], [1.0552, 1.4444, 0.6173], [1.3692, 0.0982, 1.7305], [2.0260, -0.0637, -0.9580]]
}

=====

Entry x
{
  "formula": "C3H8O2",
  "method": "ωB97M-V/def2-TZVPD",
  "smiles": "COCOC",
  "lumo_energy_ha": 0.0393,
  "elements": ["C", "C", "C", "H", "H", "H", "H", "H", "H", "H", "H", "O", "O"],
  "xyz": [[0.1498, 0.5331, -2.2802], [0.0303, -0.0588, -0.0127], [-0.3396, -0.4593, 2.2655], [-0.5429, 0.6452, -3.1490], [0.7366, 1.4523, -2.1761], [0.7777, -0.3296, -2.4152], [0.8045, 0.6986, 0.2232], [0.5903, -1.0250, -0.1983], [0.2205, -1.4163, 2.2614], [0.3299, 0.3255, 2.5882], [-1.1445, -0.5372, 3.0110], [-0.7139, 0.3142, -1.1324], [-0.8988, -0.1429, 1.0147]]
}

=====

Entry y
{
  "formula": "C3H8O2",
  "method": "ωB97M-V/def2-TZVPD",
  "lumo_energy_ha": 0.0246,
  "elements": ["C", "C", "O", "C", "O", "H", "H", "H", "H", "H", "H", "H", "H"],
  "xyz": [[1.3100, -0.4658, 0.7029], [0.2919, -0.2527, -0.3921], [-0.1840, -1.4951, -0.8508], [-0.8888, 0.5294, 0.1258], [-1.8793, 0.7137, -0.8505], [0.8533, -1.0144, 1.5335], [1.6832, 0.4961, 1.0742], [2.1532, -1.0455, 0.3255], [0.7291, 0.3295, -1.2245], [-0.9526, -1.2857, -1.4049], [-1.2808, 0.2445, 1.1027], [-0.4528, 1.6795, 0.3318], [-1.3433, 1.6351, -0.4852]]
}

=====

In terms of stability, entry w leads; the second structure lies 0.438 eV higher.

=====

Entry w
{
  "formula": "C3H8O2",
  "method": "ωB97M-V/def2-TZVPD",
  "smiles": "O=CCO.C",
  "lumo_energy_ha": 0.0299,
  "elements": ["C", "C", "O", "C", "O", "H", "H", "H", "H", "H", "H", "H", "H"],
  "xyz": [[0.7820, 0.1829, -1.4465], [0.0664, 0.6099, 1.1472], [-0.6893, 1.5399, 0.9662], [-0.4828, -0.7988, 0.9574], [-1.6135, -0.6629, 0.1400], [0.7716, -0.0517, -2.5043], [1.6426, -0.3361, -0.9995], [0.9671, 1.2565, -1.3313], [1.1099, 0.7865, 1.4540], [-1.8176, 0.2920, 0.2436], [0.2506, -1.4829, 0.5113], [-0.7716, -1.1918, 1.9405], [-0.2157, -0.1436, -1.0786]]
}

=====

Entry x
{
  "formula": "C3H8O2",
  "method": "ωB97M-V/def2-TZVPD",
  "smiles": "C/C=C/O.O",
  "lumo_energy_ha": 0.0287,
  "elements": ["C", "C", "C", "O", "H", "H", "H", "H", "H", "H", "H", "H", "O"],
  "xyz": [[-1.6519, -0.2979, 0.2824], [-0.3144, -0.1302, 0.9658], [0.9092, -0.4846, 0.5661], [2.0429, -0.1565, 1.2539], [-2.3444, -0.6014, 1.0533], [-1.8397, 0.5983, -0.3235], [-1.5247, -1.0681, -0.4858], [-0.4199, 0.3067, 1.9658], [1.0959, -1.0164, -0.3514], [1.8125, 0.5136, 1.8941], [0.7405, 0.4688, -3.0310], [0.7398, 1.3707, -1.7048], [0.7541, 0.4971, -2.0849]]
}

=====

In terms of stability, entry x leads; the second structure lies 0.064 eV higher.

=====

Entry w
{
  "formula": "C3H8O2",
  "method": "ωB97M-V/def2-TZVPD",
  "smiles": "C=CO.CO",
  "lumo_energy_ha": 0.0305,
  "elements": ["C", "O", "H", "H", "H", "H", "C", "C", "O", "H", "H", "H", "H"],
  "xyz": [[3.2303, -0.5758, 1.0154], [2.4726, -1.5885, 0.3905], [3.2131, 0.2932, 0.3853], [2.7573, -0.3232, 1.9201], [4.2750, -0.8969, 1.1245], [2.9459, -1.8579, -0.4024], [-2.5838, -0.0931, -0.1502], [-2.3065, 0.9073, -0.9837], [-3.3216, 1.6465, -1.7192], [-1.7719, -0.3412, 0.5334], [-3.6040, -0.4900, -0.2385], [-1.2814, 1.3606, -0.8455], [-4.0250, 1.9589, -1.0297]]
}

=====

Entry x
{
  "formula": "C3H8O2",
  "method": "ωB97M-V/def2-TZVPD",
  "smiles": "OCCCO",
  "lumo_energy_ha": 0.0272,
  "elements": ["O", "C", "C", "C", "O", "H", "H", "H", "H", "H", "H", "H", "H"],
  "xyz": [[1.1282, -1.2055, -0.4324], [0.9551, 0.1816, -0.7413], [-0.4890, 0.5996, -0.4874], [-0.9778, 0.2128, 0.9093], [-1.1523, -1.1758, 1.0581], [1.9725, -1.3218, 0.0166], [1.2258, 0.3516, -1.7918], [1.6243, 0.7950, -0.1206], [-1.1587, 0.1582, -1.2352], [-0.5465, 1.6886, -0.6132], [-0.2731, 0.6202, 1.6607], [-1.9529, 0.6736, 1.1031], [-0.3557, -1.5783, 0.6741]]
}

=====

Entry y
{
  "formula": "C3H8O2",
  "method": "ωB97M-V/def2-TZVPD",
  "lumo_energy_ha": 0.0117,
  "elements": ["C", "C", "O", "C", "O", "H", "H", "H", "H", "H", "H", "H", "H"],
  "xyz": [[-1.7615, 0.3546, -0.3548], [0.0609, -0.4466, 0.6888], [-0.4539, -0.1401, -0.8712], [1.3173, 0.3081, 0.7562], [2.3825, -0.0964, -0.1090], [-1.5541, 1.2906, 0.1721], [-2.2563, -0.3143, 0.3608], [-2.3403, 0.5000, -1.2570], [0.2309, -1.5214, 0.5923], [-0.5309, -0.9742, -1.3773], [1.1399, 1.3942, 0.6442], [1.6505, 0.1486, 1.7883], [2.0336, 0.0217, -1.0015]]
}

=====

In terms of stability, entry x leads; the second structure lies 1.793 eV higher.